(1)
{
  "formula": "C7H10ClN4O",
  "method": "wB97M-V/def2-TZVPD",
  "multiplicity": 1,
  "total_charge": 1,
  "orbital_gap_ev": 7.81,
  "e_tot_ev": -27941.21861,
  "species": ["C", "C", "C", "C", "C", "C", "C", "N", "N", "N", "N", "O", "Cl", "H", "H", "H", "H", "H", "H", "H", "H", "H", "H"],
  "xyz": [[-2.01432, -2.10288, 0.28449], [0.58944, -1.55946, -1.73042], [-3.14296, -0.11038, -0.25830], [-0.70568, -1.41274, 0.20592], [-0.99650, -0.29144, -0.87646], [-0.26970, -0.95546, 1.58381], [0.97335, 2.94535, -1.14235], [-3.08677, -1.52236, 0.08160], [-0.24025, -0.47348, -1.91210], [0.45160, -2.11494, -0.56258], [-2.08115, 0.37958, -0.73862], [0.70180, 2.02234, -0.05136], [-4.64475, 0.54892, -0.01300], [-1.94605, -3.19435, 0.47488], [1.41286, -1.90503, -2.32978], [-0.69308, -1.58008, 2.40028], [-0.44856, 0.13774, 1.91640], [0.79641, -0.87176, 1.53779], [0.36601, 2.52470, -1.96609], [2.03759, 3.11571, -1.34568], [0.54853, 3.85416, -0.71220], [0.81931, -3.13050, -0.29827], [1.10488, 2.27352, 0.65578]]
}

(2)
{
  "formula": "C7H10F13LiNO3P2",
  "method": "wB97M-V/def2-TZVPD",
  "multiplicity": 1,
  "total_charge": -1,
  "orbital_gap_ev": 9.17,
  "e_tot_ev": -69177.34108,
  "species": ["Li", "P", "F", "F", "F", "F", "F", "F", "P", "F", "F", "F", "F", "F", "F", "C", "C", "C", "C", "N", "H", "H", "H", "H", "H", "H", "H", "C", "C", "O", "C", "O", "O", "F", "H", "H", "H"],
  "xyz": [[-1.86883, -2.73387, -1.11205], [1.67062, -5.31508, -2.90470], [2.11214, -4.20599, -1.73946], [0.40999, -5.79107, -1.97265], [0.74754, -4.13738, -3.54697], [1.25265, -6.26546, -4.19281], [2.93666, -4.92234, -3.83481], [2.54994, -6.55949, -2.30669], [-6.32156, -3.71057, -2.30876], [-5.26628, -2.67833, -2.98525], [-5.41359, -4.89463, -2.86822], [-5.49541, -3.66971, -1.00097], [-7.28489, -4.78539, -1.53797], [-7.20218, -2.47607, -1.74285], [-7.24613, -3.82283, -3.61611], [3.63508, 1.39369, 3.92080], [2.97606, 1.13116, 5.26388], [1.41353, 1.02662, 5.33106], [0.85002, 0.16049, 4.27018], [0.45347, -0.47553, 3.43774], [2.91833, 2.03316, 3.40561], [3.82629, 0.43245, 3.44376], [4.57480, 1.91582, 4.10084], [3.31836, 1.82519, 6.03151], [3.40430, 0.20943, 5.65769], [0.99672, 2.01866, 5.15716], [1.16709, 0.58739, 6.29773], [0.54517, 6.11110, -1.16396], [0.84491, 5.83641, -2.64974], [0.04899, 4.64170, -2.88000], [-0.14115, 3.99448, -1.75881], [-0.48806, 2.85158, -1.57462], [0.36094, 4.76821, -0.75433], [2.12688, 5.54700, -2.78042], [-0.35858, 6.71031, -1.05315], [1.38637, 6.61905, -0.69230], [0.55967, 6.62996, -3.34039]]
}

(3)
{
  "formula": "C7H10F4O3S",
  "method": "wB97M-V/def2-TZVPD",
  "multiplicity": 1,
  "orbital_gap_ev": 8.83,
  "e_tot_ev": -35262.68542,
  "smiles": "C=C(C)O[S@@](C)(=O)=C(F)[C@H](O)C(F)(F)F",
  "species": ["C", "C", "C", "O", "S", "C", "O", "C", "F", "C", "O", "C", "F", "F", "F", "H", "H", "H", "H", "H", "H", "H", "H", "H", "H"],
  "xyz": [[-2.73200, -0.64045, 1.42775], [-1.89732, -0.16097, 0.53989], [-1.75002, 1.09472, -0.11628], [-0.91674, -0.96147, 0.07627], [0.66526, -0.79947, -0.28942], [0.84764, -2.64074, 0.03972], [0.72298, -0.42187, -1.73225], [0.94510, 0.78413, 0.51895], [0.83016, 0.71241, 1.90119], [2.36743, 1.21992, 0.16100], [2.24675, 1.85743, -1.11215], [3.55320, 0.23167, 0.15729], [3.39592, -0.66422, 1.12297], [4.73500, 0.87228, 0.46956], [3.57908, -0.48805, -1.01808], [-2.91382, -1.70380, 1.60995], [-3.47126, 0.12636, 1.63916], [-1.48951, 1.85500, 0.70371], [-1.09773, 1.20808, -0.99224], [-2.82206, 1.39698, -0.21253], [1.26008, -3.12075, -0.84296], [1.62872, -2.81999, 0.73803], [-0.11389, -3.04206, 0.48405], [2.62882, 1.89950, 1.08100], [1.78746, 1.31675, -1.71554]]
}

(4)
{
  "formula": "C7H10FN",
  "method": "wB97M-V/def2-TZVPD",
  "multiplicity": 1,
  "orbital_gap_ev": 8.03,
  "e_tot_ev": -11625.37927,
  "smiles": "CC1=C[C@@H]2[C@H](F)[C@@H]2N1C",
  "species": ["C", "C", "C", "C", "C", "F", "C", "N", "C", "H", "H", "H", "H", "H", "H", "H", "H", "H", "H"],
  "xyz": [[2.03180, 0.81008, 1.00146], [0.69314, 0.68336, 0.34706], [-0.31436, 1.57276, 0.11365], [-1.46294, 0.94743, -0.61765], [-2.42784, -0.26417, -0.29364], [-2.67394, -0.58480, 1.00932], [-0.98559, -0.37851, -0.91208], [0.24420, -0.53885, -0.14510], [0.90813, -1.75135, 0.02124], [1.83252, 1.23145, 1.95532], [2.65633, 1.49511, 0.37548], [2.54335, -0.14815, 1.06383], [-0.32248, 2.70640, 0.30246], [-1.86907, 1.72163, -1.30328], [-3.19675, -0.35349, -0.92306], [-1.03964, -0.77424, -2.02797], [1.44019, -1.76781, 0.94677], [0.28328, -2.56774, -0.08559], [1.65968, -2.03913, -0.82821]]
}

(5)
{
  "formula": "C7H10ILaN",
  "method": "wB97M-V/def2-TZVPD",
  "multiplicity": 1,
  "total_charge": -1,
  "orbital_gap_ev": [4.86, 4.88],
  "e_tot_ev": -17866.48124,
  "species": ["C", "C", "C", "C", "C", "La", "N", "C", "C", "H", "H", "H", "H", "H", "H", "H", "H", "H", "H", "I"],
  "xyz": [[-0.48130, 0.99010, -2.02176], [0.93116, 1.12879, -1.83947], [1.12235, 2.01838, -0.70352], [-0.17723, 2.39872, -0.22867], [-1.13498, 1.75572, -1.04862], [-0.45592, -0.40763, 0.31851], [-2.74681, -0.66269, -0.58355], [0.23288, -2.30701, -0.37285], [1.48954, -2.13304, -0.80451], [2.07424, 2.39877, -0.34891], [1.71108, 0.73729, -2.47044], [-0.36742, 3.10206, 0.59720], [-2.26550, 1.85431, -0.93873], [-0.96924, 0.38154, -2.82840], [1.85954, -1.78817, -1.74150], [-0.20767, -2.25446, 0.87105], [-3.15921, -1.65360, -0.50654], [2.19028, -2.50850, -0.09576], [-0.30356, -2.72248, -1.33881], [0.08748, -0.22531, 3.38748]]
}

(6)
{
  "formula": "C7H10N",
  "method": "wB97M-V/def2-TZVPD",
  "multiplicity": 1,
  "total_charge": 1,
  "orbital_gap_ev": [5.45, 4.21],
  "e_tot_ev": -8898.29715,
  "species": ["C", "C", "C", "C", "C", "C", "C", "N", "H", "H", "H", "H", "H", "H", "H", "H", "H", "H"],
  "xyz": [[2.29507, 0.42612, -0.08988], [1.29814, 1.57051, 0.10806], [-0.54039, -1.58298, -0.21467], [0.28874, 0.44969, 0.48936], [0.96568, -1.68230, -0.09087], [-1.02288, -0.11521, 0.02167], [-2.24796, 0.59805, -0.12534], [1.35775, -0.46176, 0.05031], [3.23158, 0.32396, -0.65137], [1.59210, 2.26249, 0.91707], [0.92327, 2.13934, -0.74722], [-0.90619, -2.01547, -1.13411], [-1.07612, -2.37602, 0.39002], [0.13677, 0.41848, 1.60534], [1.50398, -2.58417, -0.22155], [-3.14029, 0.00421, -0.46764], [-2.19628, 1.60753, -0.76935], [-2.46298, 1.01750, 0.93016]]
}

(7)
{
  "formula": "C7H10N2O2",
  "method": "wB97M-V/def2-TZVPD",
  "multiplicity": 1,
  "orbital_gap_ev": 8.43,
  "e_tot_ev": -14491.86437,
  "smiles": "CC(=O)c1c(C)n(C)c[n+]1[O-]",
  "species": ["C", "C", "O", "C", "C", "C", "N", "C", "C", "N", "O", "H", "H", "H", "H", "H", "H", "H", "H", "H", "H"],
  "xyz": [[3.42205, 0.12316, 0.15430], [2.08411, 0.77940, -0.16906], [1.93625, 1.93594, -0.43700], [0.86715, -0.06499, -0.11354], [-0.72551, 0.53810, -0.01940], [-1.13201, 1.84157, -0.34251], [-1.42901, -0.57735, 0.12790], [-2.87773, -0.68242, 0.35243], [-0.68284, -1.73293, 0.18183], [0.64881, -1.42055, 0.03528], [1.51507, -2.26433, -0.02478], [3.72618, 0.51532, 1.07462], [3.96610, 0.28374, -0.76986], [3.21345, -0.94141, 0.24719], [-1.96694, 2.31111, 0.31467], [-0.24337, 2.49876, -0.30206], [-1.51967, 1.83555, -1.44892], [-3.30358, 0.29343, 0.39897], [-3.27044, -1.19860, -0.56923], [-3.17431, -1.41552, 1.27878], [-1.05376, -2.65799, 0.03037]]
}

(8)
{
  "formula": "C7H10N2O2S",
  "method": "wB97M-V/def2-TZVPD",
  "multiplicity": 1,
  "orbital_gap_ev": 8.22,
  "e_tot_ev": -25326.73224,
  "species": ["C", "C", "C", "C", "C", "C", "C", "N", "N", "O", "O", "S", "H", "H", "H", "H", "H", "H", "H", "H", "H", "H"],
  "xyz": [[0.19966, -0.48441, -0.36955], [0.72865, -1.77136, -0.86340], [2.09613, -0.16263, -2.08202], [2.92635, 0.23144, -3.04728], [-0.90438, -0.21632, 0.24340], [-1.62147, 1.41102, 2.92986], [-1.69243, 0.99933, 0.46929], [1.69017, -1.51839, -1.89417], [-1.06147, 1.79283, 1.59982], [-1.80862, -1.96341, 0.98234], [0.37535, -2.85965, -0.53046], [1.24225, 0.87796, -0.90089], [3.30632, 1.28395, -3.31092], [3.15564, -0.62752, -3.69941], [-0.89416, 1.65772, 3.61051], [-2.38638, 2.04143, 3.05431], [-1.89366, 0.27861, 2.90015], [-1.69340, 1.55748, -0.45054], [-2.74682, 0.79097, 0.85480], [2.07894, -2.38760, -2.27096], [-0.06285, 1.57165, 1.64289], [-1.03382, -2.50310, 1.13223]]
}

(9)
{
  "formula": "C7H10N2O3",
  "method": "wB97M-V/def2-TZVPD",
  "multiplicity": 1,
  "orbital_gap_ev": 9.48,
  "e_tot_ev": -16541.73818,
  "smiles": "CC[C@H](N)C(=O)n1ccc(=O)o1",
  "species": ["C", "C", "C", "N", "C", "O", "N", "C", "C", "C", "O", "O", "H", "H", "H", "H", "H", "H", "H", "H", "H", "H"],
  "xyz": [[1.05055, -0.48501, -1.69613], [-0.14351, -0.18602, -0.75444], [0.06771, -0.63098, 0.73311], [0.19050, -2.12371, 0.85927], [-1.14515, -0.04262, 1.51051], [-2.10480, -0.76778, 1.78089], [-1.13374, 1.30240, 1.92359], [-0.24839, 2.28347, 1.44797], [-0.66813, 3.49945, 1.93714], [-1.84040, 3.26295, 2.71810], [-2.49309, 4.18377, 3.22715], [-2.14391, 1.92952, 2.70893], [0.87984, -0.02655, -2.69699], [1.12346, -1.57516, -1.87296], [1.96674, -0.09796, -1.26451], [-1.04218, -0.68693, -1.13627], [-0.34435, 0.89690, -0.83885], [1.01133, -0.21803, 1.10756], [0.19867, -2.39206, 1.86281], [-0.52625, -2.64229, 0.33194], [0.64991, 2.15990, 0.84012], [-0.19212, 4.48037, 1.83762]]
}

(10)
{
  "formula": "C7H10N2O3S",
  "method": "wB97M-V/def2-TZVPD",
  "multiplicity": 1,
  "orbital_gap_ev": 8.52,
  "e_tot_ev": -27376.49717,
  "smiles": "O=c1ccn(O)c(=O)[nH]1.CCC=S",
  "species": ["O", "C", "C", "C", "N", "O", "C", "O", "N", "H", "H", "H", "H", "C", "C", "C", "S", "H", "H", "H", "H", "H", "H"],
  "xyz": [[5.13472, 0.61439, -0.17872], [4.02022, 0.13422, -0.06210], [3.72552, -1.31064, 0.01741], [2.45235, -1.77835, 0.19511], [1.37124, -0.93249, 0.11579], [0.13056, -1.51904, 0.31695], [1.57314, 0.51141, 0.12807], [0.70801, 1.32039, 0.33385], [2.84170, 0.89594, -0.18709], [4.49785, -2.03608, 0.21678], [2.12590, -2.78983, 0.33063], [-0.39059, -1.24901, 1.06862], [3.01990, 1.96478, -0.19484], [-2.83840, 1.79079, -0.20057], [-3.67209, 0.55281, -0.21881], [-2.93804, -0.75824, -0.27125], [-3.46761, -2.13807, 0.32757], [-3.60732, 2.62722, -0.35129], [-2.12114, 1.86405, 0.66220], [-2.12457, 1.86830, -1.11245], [-4.34900, 0.57403, -1.12352], [-4.33376, 0.46011, 0.65514], [-1.75860, -0.66671, -0.46748]]
}

(11)
{
  "formula": "C7H10N3",
  "method": "wB97M-V/def2-TZVPD",
  "multiplicity": 1,
  "total_charge": 1,
  "orbital_gap_ev": 7.21,
  "e_tot_ev": -11880.11771,
  "smiles": "C=[N+]=CC[C@H]1C[C@H]1N=C=N",
  "species": ["C", "N", "C", "C", "C", "C", "C", "N", "C", "N", "H", "H", "H", "H", "H", "H", "H", "H", "H", "H"],
  "xyz": [[-2.92342, -0.44514, -2.02372], [-2.15489, -1.03259, -1.23985], [-1.18992, -1.54575, -0.61756], [-0.52927, -1.02896, 0.61401], [1.00890, -1.05540, 0.46218], [1.49106, 0.02297, -0.54590], [1.88715, 0.12200, 0.91253], [1.53197, 1.14570, 1.71426], [1.22645, 2.31139, 1.63840], [0.57584, 3.30183, 1.64061], [-2.52508, 0.08659, -2.92383], [-4.06908, -0.45068, -2.03222], [-0.76791, -2.46742, -1.15699], [-0.58744, -1.69297, 1.50140], [-0.95035, 0.08447, 0.89711], [1.45730, -1.93341, 0.48453], [2.32030, -0.18917, -1.12839], [0.76404, 0.82446, -0.87247], [2.81608, -0.30732, 1.22935], [0.61827, 4.24940, 1.44653]]
}

(12)
{
  "formula": "C7H10N3",
  "method": "wB97M-V/def2-TZVPD",
  "multiplicity": 1,
  "total_charge": 1,
  "orbital_gap_ev": 9.01,
  "e_tot_ev": -11882.44852,
  "species": ["C", "C", "C", "C", "C", "C", "C", "N", "N", "N", "H", "H", "H", "H", "H", "H", "H", "H", "H", "H"],
  "xyz": [[0.44985, 2.09116, -1.22669], [1.00032, 1.11730, -0.42032], [-0.95089, 2.03661, -1.33685], [-1.43912, -0.41245, 1.66633], [-0.99478, -0.25434, -0.75673], [0.33416, -0.11850, 0.07501], [1.22025, -1.34320, -0.23411], [-1.62781, 0.90665, -1.17597], [-2.10414, -0.86468, 0.65732], [-0.13412, -0.12811, 1.41886], [1.11219, 2.79795, -1.65196], [2.01781, 1.47566, -0.18587], [-1.56148, 2.89432, -1.73878], [-1.87195, -0.40396, 2.66237], [-1.01878, -0.98509, -1.64463], [1.81507, -1.23556, -1.06865], [0.48066, -2.13299, -0.39931], [1.82381, -1.53890, 0.61756], [-3.08013, -0.96767, 0.58315], [0.40021, 0.35643, 2.19970]]
}